No. 1
Computed, not measured: a structure of composition C19H43InN2O2P3 at a distorted geometry, with wB97M-V/def2-TZVPD.

Summary:
Charge = +3
Electronic energy = -60487.1706 eV
ΔE to the lowest compared entry with this formula, charge and spin = 295.1 kJ/mol
Gap between HOMO and LUMO (alpha / beta) = 0.1899 / 0.1541 Eh

CARTESIAN COORDINATES (ANGSTROEM)
1 In 0.007 0.079 -0.240
2 P 2.427 -1.047 1.496
3 P -0.761 -2.464 0.755
4 P 1.486 2.255 0.179
5 H -6.205 1.468 0.586
6 C -5.832 2.114 -0.199
7 C -5.380 1.767 -1.432
8 H -5.452 0.798 -1.859
9 C 2.454 -0.652 3.275
10 C 2.668 -2.853 1.509
11 C 4.100 -0.573 0.940
12 C -2.491 -2.648 0.194
13 C -0.137 -4.122 0.285
14 C -1.026 -2.602 2.561
15 C 0.479 3.400 -0.835
16 C 3.112 2.356 -0.649
17 C 1.677 3.012 1.828
18 H -5.964 3.209 -0.005
19 H -5.299 2.655 -2.135
20 H 3.343 -1.113 3.740
21 H 1.554 -1.042 3.773
22 H 2.497 0.436 3.431
23 H 3.594 -3.085 2.050
24 H 2.783 -3.213 0.480
25 H 1.845 -3.391 1.989
26 H 4.627 -0.043 1.737
27 H 4.067 0.062 0.052
28 H 4.667 -1.477 0.694
29 H -2.843 -3.649 0.472
30 H -2.549 -2.512 -0.889
31 H -3.123 -1.893 0.666
32 H -0.482 -4.852 1.019
33 H 0.947 -4.167 0.238
34 H -0.523 -4.390 -0.696
35 H -1.690 -3.452 2.749
36 H -1.507 -1.688 2.911
37 H -0.096 -2.739 3.113
38 H 1.040 4.328 -0.972
39 H -0.485 3.599 -0.367
40 H 0.302 2.935 -1.808
41 H 3.200 3.330 -1.135
42 H 3.176 1.578 -1.408
43 H 3.924 2.238 0.067
44 H 1.742 4.099 1.739
45 H 2.578 2.633 2.315
46 H 0.812 2.752 2.442
47 C -2.852 1.059 -0.710
48 C -3.088 1.176 0.699
49 C -3.130 2.501 1.145
50 C -2.992 3.578 0.254
51 C -3.003 3.400 -1.138
52 C -3.180 2.105 -1.612
53 O -2.268 0.015 -1.194
54 H -1.088 0.578 1.110
55 H -3.372 0.234 1.244
56 H -3.317 2.648 2.225
57 H -2.973 4.597 0.611
58 H -3.135 4.328 -1.693
59 H -3.365 1.727 -2.608
60 C 3.885 -1.467 -3.252
61 N 2.544 -2.069 -3.157
62 C 1.457 -1.535 -2.567
63 N 0.295 -2.208 -2.712
64 O 1.529 -0.436 -1.919
65 H 4.123 -0.894 -2.346
66 H 3.951 -0.822 -4.141
67 H 4.611 -2.285 -3.369
68 H 2.385 -2.923 -3.689
69 H -0.567 -1.724 -2.542
70 H 0.289 -3.023 -3.296

No. 2
Computed, not measured: a structure of composition C19H43MnOP3S at a distorted geometry, with wB97M-V/def2-TZVPD.

Summary:
Charge = +3
2S+1 = 5
Electronic energy = -92439.2280 eV
Gap between HOMO and LUMO (alpha / beta) = 0.2562 / 0.1258 Eh

CARTESIAN COORDINATES (ANGSTROEM)
1 Mn -0.233 0.561 0.117
2 P -2.461 0.890 -0.023
3 P 0.307 1.339 2.566
4 P 0.835 0.077 -2.323
5 H 2.100 -1.354 2.486
6 C 2.698 -1.468 1.574
7 C 3.814 -0.834 1.238
8 H 4.233 0.062 1.757
9 C -3.084 -0.443 1.094
10 C -2.881 2.522 0.668
11 C -3.073 0.604 -1.727
12 C 1.847 1.133 3.540
13 C 0.203 3.178 2.719
14 C -0.902 0.814 3.816
15 C 2.486 -0.670 -2.579
16 C 0.581 1.516 -3.421
17 C 0.005 -1.223 -3.323
18 H 2.140 -2.150 0.883
19 H 4.141 -0.782 0.172
20 H -3.734 -1.110 0.496
21 H -3.671 -0.017 1.916
22 H -2.235 -1.034 1.518
23 H -3.891 2.825 0.385
24 H -2.160 3.269 0.298
25 H -2.808 2.472 1.763
26 H -4.145 0.852 -1.792
27 H -2.918 -0.464 -1.985
28 H -2.509 1.243 -2.433
29 H 1.629 1.418 4.585
30 H 2.614 1.808 3.139
31 H 2.246 0.121 3.522
32 H 0.207 3.422 3.790
33 H -0.715 3.571 2.266
34 H 1.069 3.667 2.245
35 H -0.523 1.180 4.783
36 H -0.971 -0.284 3.841
37 H -1.890 1.243 3.614
38 H 2.597 -1.017 -3.621
39 H 2.562 -1.551 -1.916
40 H 3.324 0.007 -2.359
41 H 0.612 1.209 -4.480
42 H 1.331 2.308 -3.266
43 H -0.416 1.951 -3.228
44 H 0.627 -1.360 -4.226
45 H -1.003 -0.890 -3.627
46 H -0.064 -2.164 -2.760
47 C -0.700 -3.259 -0.162
48 C -2.030 -3.435 0.308
49 C -2.601 -4.706 0.244
50 C -1.956 -5.770 -0.433
51 C -0.695 -5.554 -0.991
52 C -0.107 -4.278 -0.902
53 O -0.135 -1.969 -0.242
54 H -0.117 -1.488 0.688
55 H -2.623 -2.597 0.705
56 H -3.571 -4.886 0.731
57 H -2.515 -6.715 -0.583
58 H -0.170 -6.384 -1.484
59 H 0.830 -4.077 -1.416
60 C 0.749 3.846 -0.820
61 S 1.706 2.393 -0.149
62 C 3.338 2.498 -1.000
63 H 0.652 4.537 0.028
64 H -0.238 3.495 -1.139
65 H 1.280 4.313 -1.651
66 H 3.239 3.030 -1.979
67 H 3.983 3.063 -0.301
68 H 3.759 1.500 -1.156

No. 3
Computed, not measured: a structure of composition C19H43OP3PmS2 at a distorted geometry, with wB97M-V/def2-TZVPD.

Summary:
Charge = +3
2S+1 = 5
Electronic energy = -88512.2164 eV
ΔE to the lowest compared entry with this formula, charge and spin = 186.0 kJ/mol
Gap between HOMO and LUMO (alpha / beta) = 0.1596 / 0.1617 Eh

CARTESIAN COORDINATES (ANGSTROEM)
1 Pm -0.059 0.069 -0.113
2 P -1.919 2.242 0.612
3 P -2.104 -1.488 1.492
4 P 2.024 2.251 -0.947
5 H -0.884 -5.254 -0.556
6 C 0.109 -4.918 -0.870
7 C 1.115 -4.797 -0.005
8 H 1.020 -5.140 1.031
9 C -3.205 2.527 -0.673
10 C -2.982 2.298 2.116
11 C -1.207 3.942 0.713
12 C -1.750 -3.274 1.689
13 C -2.609 -1.120 3.225
14 C -3.755 -1.589 0.693
15 C 3.396 1.124 -1.335
16 C 2.475 3.208 0.526
17 C 1.768 3.357 -2.359
18 H 0.266 -4.808 -1.950
19 H 2.085 -4.414 -0.330
20 H -3.810 3.403 -0.390
21 H -3.845 1.635 -0.742
22 H -2.717 2.708 -1.642
23 H -3.510 3.265 2.136
24 H -2.346 2.214 3.008
25 H -3.713 1.478 2.091
26 H -2.030 4.667 0.815
27 H -0.632 4.165 -0.199
28 H -0.549 4.022 1.591
29 H -2.704 -3.826 1.683
30 H -1.256 -3.423 2.660
31 H -1.095 -3.655 0.894
32 H -3.531 -1.680 3.451
33 H -2.792 -0.047 3.355
34 H -1.809 -1.431 3.912
35 H -4.390 -2.267 1.286
36 H -3.629 -1.986 -0.325
37 H -4.208 -0.588 0.641
38 H 4.124 1.624 -2.005
39 H 3.034 0.214 -1.847
40 H 3.936 0.850 -0.412
41 H 3.279 3.916 0.334
42 H 2.782 2.494 1.300
43 H 1.586 3.759 0.853
44 H 2.709 3.789 -2.737
45 H 1.099 4.191 -2.092
46 H 1.320 2.782 -3.186
47 C 0.662 -1.766 -3.325
48 C 0.266 -0.789 -4.265
49 C 0.743 -0.817 -5.574
50 C 1.646 -1.830 -5.961
51 C 2.141 -2.740 -5.003
52 C 1.678 -2.672 -3.691
53 S -0.120 -2.006 -1.816
54 H 0.619 2.123 -0.399
55 H -0.430 -0.022 -3.932
56 H 0.409 -0.070 -6.308
57 H 1.977 -1.904 -6.998
58 H 2.892 -3.485 -5.290
59 H 2.062 -3.333 -2.924
60 C 2.046 -0.979 4.123
61 S 0.770 -0.005 3.322
62 C 1.317 1.605 3.917
63 O 1.130 -0.018 1.788
64 H 1.907 -0.877 5.211
65 H 3.018 -0.581 3.808
66 H 1.926 -2.027 3.815
67 H 2.355 1.741 3.602
68 H 0.668 2.382 3.496
69 H 1.232 1.584 5.012

No. 4
Computed, not measured: a cluster of 2 separate species, C19H44BN2O2 in total, with wB97M-V/def2-TZVPD.

Summary:
Charge = +1
Electronic energy = -28163.8751 eV
Gap between HOMO and LUMO = 0.3209 Eh

CARTESIAN COORDINATES (ANGSTROEM)
1 C 4.805 4.096 -0.282
2 C 3.428 3.472 -0.477
3 C 2.334 4.415 -0.999
4 C 2.293 5.706 -0.176
5 C 1.000 3.649 -0.984
6 C -0.189 4.480 -1.435
7 N -1.476 3.772 -1.461
8 B -2.030 3.381 -0.180
9 C -3.051 4.242 0.638
10 O -1.673 2.120 0.345
11 O 1.113 2.567 -1.912
12 C 0.989 1.266 -1.400
13 H 4.778 5.058 0.220
14 H 5.414 3.439 0.340
15 H 5.326 4.185 -1.233
16 H 3.539 2.674 -1.213
17 H 3.066 3.001 0.441
18 H 2.520 4.648 -2.050
19 H 2.490 5.497 0.876
20 H 1.375 6.271 -0.290
21 H 3.096 6.363 -0.506
22 H 0.861 3.267 0.035
23 H 0.029 4.799 -2.456
24 H -0.312 5.383 -0.844
25 H -1.422 2.995 -2.109
26 H -3.529 5.016 0.046
27 H -2.613 4.696 1.531
28 H -3.829 3.571 1.010
29 H -1.477 2.198 1.281
30 H -0.033 0.897 -1.529
31 H 1.660 0.619 -1.968
32 H 1.284 1.211 -0.350
33 C -1.885 -6.148 1.208
34 C -0.560 -5.638 0.647
35 C 0.094 -4.553 1.502
36 C -0.614 -3.227 1.741
37 N -0.935 -2.324 0.576
38 C -2.109 -2.787 -0.246
39 C -3.331 -2.505 0.611
40 C -2.985 -1.208 1.363
41 C -1.476 -1.027 1.178
42 C 0.268 -1.966 -0.268
43 C 0.746 -2.987 -1.311
44 C 2.086 -3.691 -1.027
45 H -2.603 -5.343 1.377
46 H -2.347 -6.857 0.523
47 H -1.732 -6.660 2.159
48 H -0.689 -5.312 -0.386
49 H 0.141 -6.472 0.594
50 H 1.107 -4.360 1.152
51 H 0.227 -4.966 2.507
52 H 0.037 -2.629 2.378
53 H -1.547 -3.369 2.285
54 H -2.106 -2.178 -1.150
55 H -2.003 -3.831 -0.515
56 H -3.506 -3.320 1.311
57 H -4.228 -2.418 0.002
58 H -3.264 -1.270 2.413
59 H -3.505 -0.349 0.945
60 H -0.934 -0.817 2.096
61 H -1.279 -0.232 0.463
62 H 1.057 -1.680 0.427
63 H -0.041 -1.070 -0.799
64 H 0.870 -2.421 -2.234
65 H -0.027 -3.719 -1.534
66 H 2.668 -3.168 -0.267
67 H 2.690 -3.729 -1.930
68 H 1.949 -4.722 -0.704

> Among the records above, which one has the highest electronic energy?

C19H44BN2O2

> Among the records above, which one has the lowest charge?

C19H44BN2O2

> What is the formula in the first record?

C19H43InN2O2P3